[1]
{
  "formula": "C20H23Br39F8NO",
  "method": "ωB97M-V/def2-TZVPD",
  "e_lumo_ha": -0.0938,
  "homo_ev": -11.48,
  "charge": 1,
  "energy_ha": -102090.9191,
  "symbols": ["C", "C", "O", "C", "N", "C", "F", "F", "C", "F", "F", "C", "F", "F", "C", "F", "F", "H", "H", "H", "H", "H", "H", "H", "H", "H", "H", "C", "Br", "Br", "Br", "H", "C", "Br", "Br", "Br", "H", "C", "Br", "Br", "Br", "H", "C", "Br", "Br", "Br", "H", "C", "Br", "Br", "Br", "H", "C", "Br", "Br", "Br", "H", "C", "Br", "Br", "Br", "H", "C", "Br", "Br", "Br", "H", "C", "Br", "Br", "Br", "H", "C", "Br", "Br", "Br", "H", "C", "Br", "Br", "Br", "H", "C", "Br", "Br", "Br", "H", "C", "Br", "Br", "Br", "H"],
  "coordinates": [[-1.4441, -2.1053, -2.6056], [-0.7172, -0.9612, -1.9168], [0.0995, -1.4104, -0.8166], [-0.5533, -1.5199, 0.3801], [-0.1503, -0.2811, 1.2109], [1.1178, -0.4674, 1.9850], [1.8294, -1.4030, 1.3334], [0.8595, -0.9440, 3.2165], [1.9280, 0.8389, 2.1118], [3.1720, 0.4845, 2.4768], [1.9565, 1.3969, 0.8893], [-1.3090, 0.2416, 2.0082], [-0.9364, 1.2095, 2.8301], [-2.1207, 0.7915, 1.0906], [-2.0983, -0.8930, 2.7776], [-3.3181, -1.0094, 2.2274], [-2.2441, -0.4723, 4.0490], [-1.5383, -2.9624, -1.9538], [-2.4502, -1.7932, -2.8623], [-0.9298, -2.3870, -3.5119], [-0.0424, -0.5103, -2.6323], [-1.3991, -0.1672, -1.6166], [-1.6262, -1.4748, 0.2023], [-0.3445, -2.4557, 0.9110], [0.0616, 0.4299, 0.4919], [1.5545, 1.4933, 2.8927], [-1.5814, -1.8517, 2.8202], [-0.4480, -5.6653, 3.0176], [0.3296, -7.0918, 1.9999], [0.4405, -3.9763, 2.6814], [-2.3449, -5.5312, 2.7347], [-0.2922, -5.8863, 4.0633], [6.1224, -2.9253, 1.8718], [6.7203, -4.3057, 0.6742], [7.0911, -1.2838, 1.6128], [4.2217, -2.6347, 1.7298], [6.3226, -3.2623, 2.8777], [-6.8619, -1.8022, 2.7781], [-7.2723, -3.3579, 3.8356], [-7.7114, -1.8702, 1.0514], [-7.2775, -0.1708, 3.7114], [-5.7966, -1.8086, 2.6070], [-3.0648, -7.5483, -0.5645], [-2.2535, -9.0186, -1.4957], [-2.1924, -5.8803, -0.9898], [-4.9578, -7.4486, -0.8781], [-2.9209, -7.7167, 0.4933], [3.5533, 1.9444, -2.9464], [2.3772, 2.6243, -4.3051], [4.3089, 3.3478, -1.8714], [2.6882, 0.6062, -1.8617], [4.3717, 1.4498, -3.4507], [6.7193, -0.2974, -5.2325], [4.8689, -0.3534, -5.7722], [7.7580, 0.8315, -6.3873], [6.8960, 0.2141, -3.3811], [7.1099, -1.2998, -5.3244], [0.7026, 3.1670, 5.4504], [-0.9042, 2.3224, 6.0828], [2.2351, 2.0103, 5.6227], [0.5095, 3.8077, 3.6421], [0.8783, 4.0318, 6.0737], [-0.3072, 5.0882, -6.4795], [0.5957, 3.5948, -7.2980], [0.3360, 6.7643, -7.1656], [-2.2184, 4.9342, -6.6442], [-0.0740, 5.0626, -5.4256], [0.0372, 8.3572, 3.4238], [1.8747, 8.2028, 2.8764], [-1.1483, 7.4323, 2.2189], [-0.2078, 7.8015, 5.2515], [-0.2235, 9.4033, 3.3769], [-9.4604, 3.4519, 4.2823], [-9.9024, 5.2947, 4.6027], [-9.2909, 3.0742, 2.4033], [-7.8805, 2.9271, 5.2560], [-10.2777, 2.8545, 4.6574], [3.2439, -3.3138, -7.6558], [1.9108, -1.9277, -7.5272], [2.4645, -5.0669, -7.5393], [4.3227, -3.1148, -9.2355], [3.9006, -3.1983, -6.8060], [-1.5800, 11.6994, 5.4513], [0.2687, 11.6036, 4.9165], [-2.7171, 10.7608, 4.2105], [-1.8287, 11.0801, 7.2542], [-1.8663, 12.7399, 5.4252], [4.1114, -8.6264, -6.4025], [2.2672, -8.6833, -6.9590], [5.1728, -7.5329, -7.5742], [4.2802, -8.0684, -4.5669], [4.4942, -9.6335, -6.4675]]
}

[2]
{
  "formula": "C20H23BrN2O2",
  "method": "ωB97M-V/def2-TZVPD",
  "e_lumo_ha": 0.0010,
  "homo_ev": -7.76,
  "charge": 0,
  "de_lowest_kj_mol": 177.2,
  "energy_ha": -3609.8695,
  "symbols": ["C", "N", "C", "C", "C", "C", "C", "O", "C", "C", "C", "C", "Br", "C", "C", "C", "C", "C", "C", "C", "N", "C", "C", "C", "O", "H", "H", "H", "H", "H", "H", "H", "H", "H", "H", "H", "H", "H", "H", "H", "H", "H", "H", "H", "H", "H", "H", "H"],
  "coordinates": [[-0.9019, -0.3103, -4.9974], [-1.1424, 0.9875, -4.3638], [-2.4879, 1.6007, -4.4659], [-0.3242, 1.3770, -3.2263], [-0.5994, 0.4397, -2.0031], [0.0625, 1.0038, -0.7534], [-0.1615, 0.1785, 0.5340], [-1.5400, 0.0955, 0.6641], [0.5215, -1.2018, 0.3780], [-0.1900, -2.4091, 0.2884], [0.4537, -3.6499, 0.1546], [1.8349, -3.6417, 0.0376], [2.7268, -5.3497, -0.2215], [2.5881, -2.4572, 0.0797], [1.9197, -1.2250, 0.2249], [0.3678, 0.8110, 1.8454], [1.1883, 1.9478, 1.8471], [1.6692, 2.5594, 2.9845], [1.3152, 2.0769, 4.2394], [1.7850, 2.6977, 5.4489], [2.1113, 3.1423, 6.4824], [0.4962, 0.9457, 4.3169], [0.0610, 0.2618, 3.1461], [-0.8076, -0.9852, 3.3327], [-2.1874, -0.6929, 3.1715], [-1.3552, -0.3316, -5.9928], [0.1582, -0.5115, -5.1062], [-1.3248, -1.0922, -4.3639], [-2.8499, 1.5414, -5.5116], [-3.1959, 1.0480, -3.8331], [-2.4871, 2.6305, -4.1592], [-0.5682, 2.4253, -3.0150], [0.7597, 1.3020, -3.4585], [-0.2566, -0.5648, -2.2067], [-1.6947, 0.3206, -1.8875], [1.1363, 1.1275, -0.9909], [-0.3157, 2.0297, -0.5955], [-1.7203, -0.0227, 1.6155], [-1.2741, -2.3419, 0.3319], [-0.0897, -4.5937, 0.0816], [3.6586, -2.5931, -0.0263], [2.5469, -0.3163, 0.2163], [1.4651, 2.3275, 0.8710], [2.3208, 3.4174, 2.9186], [0.2190, 0.6128, 5.3011], [-0.6182, -1.4279, 4.3212], [-0.5343, -1.8371, 2.6960], [-2.7391, -1.3523, 3.6491]]
}

[3]
{
  "formula": "C20H23CdPSe2",
  "method": "ωB97M-V/def2-TZVPD",
  "e_lumo_ha": 0.0007,
  "homo_ev": -7.88,
  "charge": 0,
  "de_lowest_kj_mol": 0.0,
  "energy_ha": -6087.7863,
  "symbols": ["C", "C", "C", "H", "C", "H", "H", "H", "C", "H", "H", "C", "H", "H", "C", "H", "H", "C", "H", "H", "Cd", "H", "Se", "P", "Se", "C", "C", "C", "C", "C", "C", "C", "C", "C", "C", "C", "C", "H", "H", "H", "H", "H", "H", "H", "H", "H", "H"],
  "coordinates": [[1.8264, 1.5345, -1.4729], [4.0244, -0.9258, -0.5460], [2.4782, 2.2937, -0.5950], [1.4209, 2.0402, -2.3969], [3.6015, -0.7586, 0.6986], [4.8154, -1.6602, -0.7835], [2.4013, 3.3915, -0.6183], [3.9643, -1.4318, 1.5053], [3.0764, 1.7483, 0.6857], [2.8271, 2.4492, 1.5073], [4.1697, 1.7796, 0.5510], [1.9755, 0.0394, -1.7280], [1.5825, -0.2423, -2.7188], [1.4821, -0.6525, -1.0431], [3.5090, -0.2015, -1.7632], [3.9882, 0.7850, -1.8582], [3.7844, -0.7780, -2.6598], [2.6472, 0.3211, 1.1646], [2.6921, 0.3258, 2.2679], [1.5945, 0.0746, 0.9291], [-1.6230, 0.2875, -1.4974], [-0.4366, 1.1574, -1.2379], [-3.5825, -0.8566, -1.8488], [-3.7923, -0.6094, 0.3830], [-2.1394, 0.5507, 1.2176], [-5.3987, 0.1791, 0.7081], [-6.2953, -0.3137, 1.6659], [-7.5466, 0.2758, 1.7951], [-7.9038, 1.3839, 1.0221], [-6.9631, 1.9388, 0.1322], [-5.7042, 1.3534, -0.0052], [-3.8655, -2.2575, 1.1752], [-4.6487, -3.2498, 0.5723], [-4.6847, -4.5248, 1.1321], [-3.9523, -4.8128, 2.2839], [-3.1632, -3.8180, 2.8884], [-3.1122, -2.5333, 2.3259], [-6.0083, -1.1560, 2.2881], [-8.2710, -0.1342, 2.4915], [-8.8925, 1.8298, 1.0924], [-7.2210, 2.8265, -0.4664], [-4.9475, 1.7822, -0.6909], [-5.2081, -3.0171, -0.3298], [-5.2929, -5.2961, 0.6718], [-3.9860, -5.8095, 2.7343], [-2.5942, -4.0339, 3.7970], [-2.4872, -1.7398, 2.7697]]
}

[4]
{
  "formula": "C20H23Cl3FGeNO3PtS3",
  "method": "ωB97M-V/def2-TZVPD",
  "spin_multiplicity": 2,
  "e_lumo_ha": [-0.4164, -0.4250],
  "homo_ev": [-16.53, -16.53],
  "charge": 3,
  "de_lowest_kj_mol": 92.0,
  "energy_ha": -5926.8074,
  "symbols": ["Pt", "C", "C", "S", "C", "C", "S", "C", "C", "S", "H", "H", "H", "H", "H", "H", "H", "H", "H", "H", "H", "H", "C", "C", "C", "C", "C", "C", "C", "F", "C", "C", "C", "O", "C", "C", "N", "C", "C", "O", "O", "H", "H", "H", "H", "H", "H", "H", "H", "H", "H", "H", "Cl", "Ge", "Cl", "Cl"],
  "coordinates": [[-1.2810, -0.7399, 1.8555], [-0.7990, -2.7510, 4.3562], [0.1317, -1.6523, 4.8108], [0.6561, -0.6198, 3.4194], [0.3578, 1.0702, 3.9912], [-1.0439, 1.3978, 4.4457], [-2.2877, 1.0905, 3.1479], [-3.5576, 0.1546, 4.0294], [-3.0986, -1.1209, 4.6735], [-2.2953, -2.2250, 3.4675], [-0.3040, -3.4235, 3.6526], [-1.1302, -3.3507, 5.2080], [-0.2834, -1.0212, 5.5938], [1.0344, -2.1140, 5.2168], [1.0694, 1.2767, 4.7939], [0.6406, 1.6755, 3.1271], [-1.3429, 0.8767, 5.3525], [-1.0889, 2.4670, 4.6622], [-3.9906, 0.8229, 4.7784], [-4.3264, -0.0323, 3.2772], [-2.4252, -0.9718, 5.5140], [-3.9743, -1.6560, 5.0481], [-0.1090, 1.6232, -5.5795], [1.1456, 1.5840, -4.7220], [2.2367, 0.7614, -5.3844], [3.4954, 0.7537, -4.5359], [3.1976, 0.2842, -3.1394], [4.1711, -0.3169, -2.3793], [3.8827, -0.7795, -1.0937], [4.8379, -1.3780, -0.3956], [2.6439, -0.6383, -0.5430], [1.6353, -0.0020, -1.2869], [0.3474, 0.2099, -0.6739], [0.2531, -0.0955, 0.5922], [-0.6291, 0.7676, -1.5071], [-0.3031, 1.1842, -2.7990], [0.8843, 1.0479, -3.3360], [1.9053, 0.4446, -2.5962], [-2.0333, 0.9862, -1.1122], [-2.7317, 1.7850, -1.6292], [-2.4716, 0.1167, -0.0840], [0.1851, 1.8867, -6.5935], [-0.8269, 2.3796, -5.2635], [-0.5975, 0.6472, -5.6144], [1.5165, 2.6037, -4.5885], [2.4504, 1.1996, -6.3575], [1.8867, -0.2606, -5.5574], [3.9086, 1.7661, -4.4821], [4.2688, 0.1330, -4.9854], [5.1686, -0.4500, -2.7796], [2.4447, -1.0077, 0.4506], [-1.0694, 1.6607, -3.3914], [-1.5284, -2.6715, 0.3824], [-3.1458, -1.4565, -0.6596], [-2.7381, -1.6433, -2.6925], [-4.9429, -2.2788, -0.0842]]
}